No. 1
The following is a DFT calculation (wB97M-V/def2-TZVPD) of the molecule C5H9N5O.

Results
* structure (SMILES): CC[C@H](N=O)n1nnnc1C
* Kohn-Sham gap: 9.022 eV
* F_max: 4.3 eV/Å
* energy above the lowest of the compared OMol25 structures with the same formula, charge and spin: 523.6 kJ/mol
* E_LUMO: -0.98 eV
* electronic energy: -544.7564 Ha

Last column: natural (NBO) charge in e.
CARTESIAN COORDINATES (ANGSTROEM)
1 C 1.95 1.75 -0.11  -0.62
2 C 0.50 1.91 0.25  -0.49
3 C -0.41 0.86 -0.24  0.08
4 N -1.83 0.95 0.03  0.13
5 O -2.39 2.01 0.24  -0.24
6 N -0.13 -0.66 0.53  -0.20
7 N 0.80 -0.66 1.50  -0.09
8 N 0.94 -1.94 1.77  -0.07
9 N 0.29 -2.74 0.93  -0.28
10 C -0.39 -1.97 0.11  0.31
11 C -1.36 -2.44 -0.85  -0.66
12 H 2.65 2.61 0.09  0.23
13 H 2.19 1.47 -1.29  0.20
14 H 2.23 0.89 0.53  0.24
15 H 0.27 2.03 1.30  0.24
16 H 0.05 2.91 -0.13  0.24
17 H -0.29 0.75 -1.37  0.24
18 H -1.47 -1.81 -1.69  0.22
19 H -1.12 -3.41 -1.14  0.25
20 H -2.47 -2.50 -0.45  0.24

No. 2
The following is a DFT calculation (wB97M-V/def2-TZVPD) of an isolated ion of composition C5H9N5O3PS and charge +1.

Results
* Kohn-Sham gap: 9.216 eV
* F_max: 6.9 eV/Å
* total charge: +1
* E_LUMO: -4.28 eV
* electronic energy: -1434.5979 Ha

Last column: natural (NBO) charge in e.
CARTESIAN COORDINATES (ANGSTROEM)
1 C -1.51 -2.24 -0.71  -0.36
2 C -0.87 -1.08 -0.41  -0.23
3 C -1.32 -1.96 1.65  0.05
4 C 2.00 -0.68 -2.29  -0.25
5 C -0.37 2.44 -0.48  -0.25
6 N -0.25 -0.29 2.86  0.06
7 N -0.12 -0.01 1.65  -0.06
8 N -0.85 -1.37 3.11  0.05
9 N -0.71 -0.95 0.91  -0.15
10 N -1.42 -1.70 4.31  -0.63
11 O -1.33 -0.45 -2.87  -1.04
12 O 1.10 0.28 -1.79  -0.80
13 O -1.05 1.52 -1.33  -0.79
14 P -0.51 0.11 -1.79  2.40
15 S -2.05 -3.10 0.66  0.64
16 H -1.82 -2.74 -1.72  0.33
17 H 2.34 -1.40 -1.60  0.18
18 H 2.80 -0.12 -2.69  0.22
19 H 1.40 -1.41 -2.99  0.19
20 H 0.70 2.73 -0.88  0.20
21 H -0.13 1.92 0.57  0.20
22 H -0.96 3.24 -0.42  0.20
23 H -0.79 -1.63 5.16  0.42
24 H -1.98 -2.57 4.33  0.41

No. 3
The following is a DFT calculation (wB97M-V/def2-TZVPD) of an isolated ion of composition C5H9N6 and charge +1.

Results
* Kohn-Sham gap (spin up / spin down): 8.186 / 5.840 eV
* F_max: 3.0 eV/Å
* energy above the lowest of the compared OMol25 structures with the same formula, charge and spin: 262.5 kJ/mol
* total charge: +1
* E_LUMO (spin up / spin down): -4.39 / -4.42 eV
* electronic energy: -524.0571 Ha

Last column: natural (NBO) charge in e.
CARTESIAN COORDINATES (ANGSTROEM)
1 C -2.08 -1.22 0.74  0.35
2 C -1.46 -1.06 -1.31  0.51
3 C -0.89 0.17 -0.62  -0.20
4 C -0.70 0.32 1.97  0.19
5 C 0.56 0.44 -0.73  -0.34
6 N -2.18 -1.76 -0.45  -0.50
7 N 0.42 0.88 2.24  -0.24
8 N -1.24 -0.16 0.80  -0.34
9 N -1.24 -1.42 -2.55  -0.70
10 N 2.54 1.46 1.96  -0.53
11 N 1.29 1.62 1.67  0.03
12 H -2.61 -1.59 1.60  0.24
13 H -1.26 0.01 2.84  0.21
14 H 0.89 1.15 -1.47  0.21
15 H 1.23 -0.36 -0.48  0.19
16 H -1.48 1.06 -0.90  0.27
17 H -0.77 -0.82 -3.20  0.43
18 H -1.62 -2.30 -2.88  0.44
19 H 3.14 2.22 1.68  0.41
20 H 2.88 0.71 2.55  0.39

No. 4
The following is a DFT calculation (wB97M-V/def2-TZVPD) of a 2-piece molecular cluster, C5H9NO overall.

Results
* Kohn-Sham gap (spin up / spin down): 2.898 / 8.612 eV
* F_max: 2.4 eV/Å
* energy above the lowest of the compared OMol25 structures with the same formula, charge and spin: 24.4 kJ/mol
* total charge: -1
* E_LUMO (spin up / spin down): 4.12 / 3.99 eV
* 2S+1: 2
* electronic energy: -325.8542 Ha

Last column: Löwdin spin population.
CARTESIAN COORDINATES (ANGSTROEM)
1 C 0.47 -0.39 -2.27  0.11
2 C 0.33 0.39 -0.98  0.02
3 C -0.89 0.53 -0.31  0.09
4 N -0.64 1.01 0.94  0.02
5 C 0.69 1.12 1.15  0.06
6 C 1.30 0.74 -0.04  0.05
7 H -0.41 -0.99 -2.49  0.04
8 H 1.35 -1.03 -2.22  0.03
9 H 0.60 0.35 -3.07  0.01
10 H -1.91 0.48 -0.63  0.03
11 H -1.37 1.19 1.61  0.02
12 H 1.10 1.44 2.09  0.01
13 H 2.37 0.66 -0.13  0.01
14 H -0.53 -3.04 1.82  0.09
15 H -0.68 -2.38 0.43  0.09
16 O -0.94 -2.29 1.36  0.33

No. 5
The following is a DFT calculation (wB97M-V/def2-TZVPD) of a 2-piece molecular cluster, C5H9NO overall.

Results
* Kohn-Sham gap (spin up / spin down): 7.153 / 6.644 eV
* F_max: 3.8 eV/Å
* energy above the lowest of the compared OMol25 structures with the same formula, charge and spin: 147.4 kJ/mol
* total charge: -1
* E_LUMO (spin up / spin down): 3.95 / 3.39 eV
* 2S+1: 2
* electronic energy: -325.8074 Ha

Last column: Löwdin spin population.
CARTESIAN COORDINATES (ANGSTROEM)
1 C 1.94 2.35 0.08  0.42
2 N -0.91 -0.84 -1.16  0.04
3 C -1.88 -1.27 -0.40  0.01
4 O -1.89 -2.33 0.35  0.01
5 C 0.46 -1.15 -0.57  0.04
6 C 1.21 0.13 -0.71  0.37
7 C 1.54 1.04 0.28  0.05
8 H 2.06 2.96 1.01  0.03
9 H 2.27 2.77 -0.87  0.03
10 H -2.82 -0.84 -0.65  0.00
11 H 0.83 -2.11 -1.03  0.01
12 H 0.49 -1.50 0.55  0.00
13 H -3.01 -0.68 1.91  0.00
14 H 1.38 0.58 -1.72  0.01
15 H 1.25 0.89 1.27  -0.01
16 H -2.93 -0.01 1.64  0.00

No. 6
The following is a DFT calculation (wB97M-V/def2-TZVPD) of a 2-piece molecular cluster, C5H9NO overall.

Results
* structure (SMILES): Cc1ccc[nH]1.O
* Kohn-Sham gap: 9.055 eV
* F_max: 3.6 eV/Å
* energy above the lowest of the compared OMol25 structures with the same formula, charge and spin: 130.0 kJ/mol
* E_LUMO: 0.90 eV
* electronic energy: -325.8880 Ha

Last column: natural (NBO) charge in e.
CARTESIAN COORDINATES (ANGSTROEM)
1 C -0.28 1.42 -1.32  -0.66
2 C 0.21 0.72 -0.16  0.11
3 C -0.33 0.54 1.12  -0.31
4 C 0.47 -0.36 1.86  -0.30
5 C 1.44 -0.78 0.99  -0.07
6 N 1.30 -0.12 -0.26  -0.53
7 H -0.30 0.82 -2.24  0.23
8 H 0.47 2.32 -1.43  0.22
9 H -1.29 1.78 -1.28  0.24
10 H -1.21 0.97 1.47  0.22
11 H 0.32 -0.67 2.88  0.23
12 H 2.30 -1.50 1.16  0.21
13 H 2.02 -0.10 -0.95  0.41
14 O -2.12 -1.17 -1.30  -0.98
15 H -1.89 -2.05 -1.54  0.48
16 H -1.49 -0.66 -0.75  0.49